{"formula": "C4H6N4", "method": "wB97M-V/def2-TZVPD", "elements": ["N", "N", "N", "N", "C", "C", "C", "C", "H", "H", "H", "H", "H", "H"], "coordinates": [[2.464, 0.717, 0.145], [2.317, -0.713, -0.063], [-2.280, -0.543, 0.152], [-1.144, -1.333, 0.127], [1.163, -1.151, -0.332], [-1.992, 0.800, -0.085], [-0.695, 0.875, -0.447], [-0.177, -0.444, -0.309], [1.855, 1.059, 0.960], [3.485, 0.760, 0.370], [-3.176, -1.069, 0.461], [1.194, -2.265, -0.493], [-0.183, 1.788, -0.482], [-2.832, 1.519, -0.005]], "atomic_forces_ev_per_a": [[0.2468, -0.9180, 1.1241], [0.1726, 1.5965, -0.1342], [-0.0960, -1.3244, 1.0778], [-0.3448, 3.1248, -1.7285], [-0.3854, -0.4579, -0.0062], [-2.9296, -1.7028, 0.2100], [0.6923, -0.9109, 0.8704], [-0.4608, -2.6736, 1.3683], [1.3250, -0.7440, -1.4051], [-1.5539, 0.4940, 0.1510], [2.1630, 1.8494, -0.7876], [-0.6753, 1.2839, 0.0859], [0.8239, 0.8225, -0.6676], [1.0221, -0.4394, -0.1584]], "mulliken_charge": [-0.50, -0.40, 0.13, -0.66, -0.14, -0.23, -0.64, 0.49, 0.23, 0.27, 0.27, 0.32, 0.45, 0.40], "smiles": "N/N=C\\c1cc[nH]n1", "e_tot_ev": -10203.250, "total_charge": 0, "de_lowest_ev": 2.690, "multiplicity": 1, "homo_ev": -8.777, "gap_ev": 9.66}